ORCA calculation (ωB97M-V/def2-TZVPD) on 5 unconnected molecules or ions with the total composition C33H71N4O19P4Si at a distorted geometry.

CARTESIAN COORDINATES (ANGSTROEM)
1 C -4.05632 4.07314 -10.70310
2 C -2.84742 3.32241 -10.10622
3 O -3.16061 2.81883 -8.77501
4 C -2.93817 1.49989 -8.66896
5 C -1.62955 1.01930 -8.40480
6 C -0.49408 1.98858 -8.26858
7 C -0.72490 2.81355 -6.94447
8 C 0.12435 2.27342 -5.79863
9 N -0.32650 2.85419 -4.51927
10 C 0.77749 3.08559 -3.58686
11 C 0.40312 2.72504 -2.15860
12 C -0.53872 3.43205 -1.43179
13 C -0.88836 3.06252 -0.15788
14 C -0.31010 1.96887 0.47044
15 C 0.64360 1.27157 -0.24559
16 C 0.98212 1.65138 -1.52755
17 O 1.93869 0.89416 -2.20743
18 C -1.55658 -0.37846 -8.27393
19 C -0.22036 -1.02969 -7.98527
20 N 0.48568 -1.52827 -9.20453
21 C 0.08813 -0.84504 -10.44179
22 C -2.77314 -1.11857 -8.41783
23 Si -2.75141 -3.05444 -8.16472
24 C -2.49751 -3.34425 -6.32247
25 C -1.52836 -3.94217 -9.28283
26 C -4.46660 -3.75019 -8.57394
27 N -3.96996 -0.64455 -8.70289
28 N -3.95832 0.67126 -8.81133
29 O -5.18314 1.22586 -9.09873
30 H -4.95450 3.74960 -10.16477
31 H -3.95587 5.15393 -10.56112
32 H -4.14765 3.90622 -11.78127
33 H -2.00840 4.02588 -10.03877
34 H -2.51843 2.51597 -10.77625
35 H -0.46392 2.70406 -9.09467
36 H 0.47902 1.50445 -8.17399
37 H -1.77261 2.65287 -6.64916
38 H -0.62044 3.89068 -7.11307
39 H -0.03876 1.18740 -5.69457
40 H 1.19180 2.50235 -5.94624
41 H -0.84512 3.70748 -4.68931
42 H 1.66559 2.50022 -3.84297
43 H 1.10209 4.14174 -3.56164
44 H -1.05620 4.29639 -1.84794
45 H -1.62963 3.62898 0.40303
46 H -0.59334 1.65656 1.47127
47 H 1.11805 0.41722 0.23988
48 H 2.68051 0.78243 -1.59942
49 H -0.25762 -1.78396 -7.19207
50 H 0.41684 -0.22703 -7.58899
51 H 1.47279 -1.35040 -9.05375
52 H 0.82316 -1.13138 -11.20661
53 H 0.11214 0.25587 -10.39710
54 H -0.86992 -1.24318 -10.79653
55 H -1.56808 -2.94430 -5.90114
56 H -3.31280 -2.81279 -5.80360
57 H -2.58970 -4.40766 -6.07442
58 H -1.41047 -3.50374 -10.27774
59 H -0.55235 -3.93771 -8.77734
60 H -1.81685 -5.00118 -9.32909
61 H -4.57898 -4.01443 -9.62929
62 H -4.62822 -4.61522 -7.91542
63 H -5.25120 -3.03390 -8.28780
64 H -5.29564 1.13924 -10.06077
65 C 0.08136 -5.76926 -5.02107
66 O -0.52830 -4.56118 -4.55189
67 P 0.06301 -3.82422 -3.27216
68 O 1.30289 -4.38068 -2.72926
69 O -1.15738 -3.78930 -2.25787
70 C -1.65309 -5.04272 -1.78096
71 O 0.14324 -2.32532 -3.75386
72 C 0.92145 -1.41334 -2.94656
73 H -0.67485 -6.55338 -5.04206
74 H 0.45299 -5.60614 -6.03234
75 H 0.90510 -6.08909 -4.38555
76 H -0.84779 -5.77133 -1.67172
77 H -2.40396 -5.42635 -2.47299
78 H -2.11428 -4.88023 -0.81032
79 H 1.97648 -1.53215 -3.18381
80 H 0.75892 -1.59409 -1.88425
81 H 0.61044 -0.41043 -3.18798
82 C 1.85466 5.48738 6.64870
83 O 2.36419 4.30729 6.01280
84 P 1.57492 3.65591 4.80275
85 O 0.40920 4.39837 4.31677
86 O 1.26523 2.18199 5.30693
87 C 0.41127 2.05561 6.44590
88 O 2.71596 3.41440 3.73922
89 C 2.29541 3.10908 2.40485
90 H 1.72522 5.28005 7.71076
91 H 2.57970 6.29071 6.52819
92 H 0.90004 5.80108 6.23069
93 H -0.35071 2.83688 6.46052
94 H 1.00652 2.11265 7.35616
95 H -0.08253 1.08775 6.40724
96 H 2.02420 4.02988 1.88953
97 H 1.44692 2.42878 2.40696
98 H 3.12681 2.64023 1.88275
99 C 2.75303 4.60103 13.39455
100 O 3.26060 3.42492 12.75382
101 P 2.46420 2.77231 11.55138
102 O 1.29104 3.51138 11.07759
103 O 2.16326 1.29341 12.05310
104 C 1.32051 1.15017 13.19882
105 O 3.59396 2.53671 10.47694
106 C 3.16111 2.23023 9.14591
107 H 2.63484 4.39190 14.45694
108 H 3.47393 5.40717 13.26872
109 H 1.79340 4.91207 12.98562
110 H 0.55396 1.92637 13.23008
111 H 1.92599 1.19880 14.10487
112 H 0.83357 0.17965 13.15109
113 H 2.87913 3.15056 8.63558
114 H 2.31523 1.54171 9.15688
115 H 3.98871 1.76801 8.61408
116 C 1.60087 -6.33158 10.11443
117 O 0.99167 -5.10787 10.53738
118 P 1.57645 -4.32573 11.78763
119 O 2.81316 -4.86182 12.35937
120 O 0.35046 -4.25221 12.79629
121 C -0.14696 -5.48634 13.31555
122 O 1.65924 -2.84427 11.25357
123 C 2.42914 -1.91354 12.03087
124 H 0.84352 -7.11483 10.11935
125 H 1.97491 -6.20483 9.09948
126 H 2.42253 -6.62920 10.76353
127 H 0.65783 -6.21069 13.45409
128 H -0.89504 -5.89456 12.63469
129 H -0.61211 -5.28915 14.27812
130 H 3.48684 -2.04026 11.80477
131 H 2.26141 -2.05984 13.09881
132 H 2.12797 -0.90713 11.75725

Cartesian forces (eV/Å) of the 3 atoms listed first:
0.161 -0.048 0.435
-0.078 1.057 -1.046
0.038 -0.734 -0.450

Summary:
Total charge ... +1
Kohn-Sham gap ... 6.651 eV
HOMO energy ... -10.69 eV